No. 1
9 unconnected molecules or ions with the total composition C30H60Cl4O14S7. Source: OMol25; level of theory: ωB97M-V with the def2-TZVPD basis set.

Each line ends with the Mulliken charge.
Cartesian coordinates (Å):
Cl 12.765 16.431 13.046  -0.175
Cl 14.281 9.459 13.785  -0.203
Cl 11.012 16.007 10.826  -0.172
Cl 16.965 10.729 13.490  -0.174
S 15.654 14.246 10.530  1.170
S 17.340 15.305 16.036  0.908
S 13.121 13.283 16.739  1.231
S 18.166 9.796 18.400  1.189
S 11.361 11.747 11.806  0.785
S 9.520 8.429 9.591  1.061
S 21.538 13.735 14.334  0.946
O 8.837 7.627 8.587  -0.690
O 11.525 10.337 11.874  -0.573
O 9.045 9.740 9.992  -0.684
O 14.142 12.771 15.842  -0.429
O 19.175 10.578 19.040  -0.717
O 12.129 12.366 17.248  -0.830
O 15.197 15.594 10.323  -0.858
O 16.445 15.832 17.069  -0.699
O 20.349 14.476 13.974  -0.495
O 22.458 13.355 13.363  -0.710
O 12.338 12.386 10.974  -0.704
O 18.459 8.496 17.962  -0.686
O 15.394 13.613 11.825  0.102
O 18.062 14.099 16.437  -0.348
C 21.494 14.205 17.014  -0.248
C 21.269 12.673 16.796  -0.539
C 17.339 13.716 8.582  -0.756
C 16.399 15.110 14.466  0.723
C 9.787 7.472 11.055  -0.510
C 22.293 14.673 15.813  -0.988
C 11.263 8.462 9.053  -0.773
C 17.105 15.968 13.423  -0.022
C 17.714 17.163 14.231  -1.035
C 16.274 12.608 8.570  -0.631
C 11.165 6.740 10.826  -0.913
C 13.904 14.007 18.148  -0.438
C 18.334 16.652 15.492  -0.372
C 17.594 10.733 17.030  -0.366
C 9.757 12.289 11.206  -0.517
C 13.418 15.449 18.121  -1.160
C 20.987 12.320 15.329  -0.189
C 12.668 15.853 11.377  0.808
C 15.194 11.012 13.330  0.889
C 10.041 13.498 13.399  -0.524
C 12.343 14.721 16.009  0.249
C 12.026 7.818 10.222  0.030
C 13.150 15.904 16.616  -0.184
C 15.541 10.125 18.483  -0.326
C 16.722 9.925 19.362  -0.816
C 15.042 13.274 9.220  -0.675
C 16.114 10.273 17.011  0.358
C 8.966 12.890 12.406  -0.804
C 11.145 12.453 13.514  0.386
C 17.410 14.081 10.043  -0.954
H 12.520 15.589 18.705  0.429
H 16.350 16.285 12.707  0.338
H 12.448 16.753 16.495  0.464
H 14.195 16.095 18.533  0.426
H 16.913 17.897 14.480  0.289
H 20.524 14.560 17.270  -0.009
H 18.146 10.437 16.180  0.643
H 17.978 15.359 13.069  0.099
H 11.023 5.924 10.122  0.336
H 11.676 9.465 8.881  0.324
H 14.743 9.410 18.531  0.471
H 11.311 14.752 16.446  0.413
H 14.962 13.883 17.988  0.153
H 15.058 11.278 12.287  0.287
H 16.116 12.219 7.572  0.395
H 8.298 12.189 12.911  0.319
H 13.422 16.477 10.802  0.399
H 23.318 14.369 15.948  0.437
H 22.193 12.099 16.972  0.465
H 22.068 14.457 17.940  0.407
H 8.910 6.817 11.195  0.494
H 9.917 13.051 10.457  0.477
H 16.206 14.041 14.286  -0.321
H 17.696 11.773 17.283  -0.093
H 17.969 15.001 10.229  0.408
H 9.575 13.573 14.374  0.413
H 17.674 13.329 10.722  0.509
H 12.346 14.642 14.915  -0.684
H 8.304 13.672 11.902  0.306
H 14.965 11.816 14.059  -0.842
H 9.966 8.188 11.878  0.152
H 15.095 11.079 18.772  -0.095
H 10.882 11.594 14.065  0.555
H 19.953 12.203 15.035  -0.092
H 14.090 16.101 16.122  -0.102
H 17.192 14.610 8.001  0.336
H 14.660 13.980 8.520  0.489
H 18.257 13.264 8.167  0.377
H 18.528 17.537 13.579  0.466
H 15.316 15.477 14.731  -0.676
H 16.060 9.307 16.497  0.403
H 17.018 10.783 20.054  0.386
H 19.360 16.237 15.194  -0.136
H 18.465 17.242 16.365  0.636
H 14.262 12.612 9.640  0.128
H 20.459 12.286 17.404  0.083
H 15.539 10.980 16.357  -0.661
H 11.246 7.838 8.121  0.416
H 13.063 14.857 11.414  -0.861
H 9.261 11.440 10.789  0.288
H 11.520 6.293 11.679  0.480
H 12.079 12.933 13.843  -0.850
H 16.663 11.785 9.189  0.276
H 10.396 14.485 13.145  0.221
H 21.613 11.451 14.985  0.460
H 12.958 7.413 9.722  0.356
H 22.238 15.727 15.658  0.479
H 13.543 13.472 19.054  0.431
H 16.582 9.049 19.967  0.414
H 12.257 8.611 10.975  -0.057

Results
Charge: 0
Orbital gap: 10.13 eV
ΔE to the lowest compared entry with this formula, charge and spin: 34.0 kJ/mol
Calculated total energy: -6860.39110 a.u.
SMILES string: O=S1(=O)CCCC1.O=S1(=O)CCCC1.O=S1(=O)CCCC1.O=S1(=O)CCCC1.O=S1(=O)CCCC1.O=S1(=O)CCCC1.O=S1(=O)CCCC1.ClCCl.ClCCl
2S+1: 1

No. 2
A molecular structure, C3H3Br2Cl. Source: OMol25; level of theory: ωB97M-V with the def2-TZVPD basis set.

Each line ends with the Mulliken charge.
Cartesian coordinates (Å):
Br -1.716 -1.824 1.697  -0.045
Br -3.598 1.549 -1.455  -0.046
Cl -4.570 -0.948 -0.260  -0.034
C -0.236 0.302 0.334  -0.778
C -3.190 -0.134 -0.727  0.028
C -1.523 -0.086 1.061  -0.005
H 0.191 -0.553 -0.235  0.307
H -0.279 1.158 -0.394  0.244
H 0.695 0.460 0.978  0.330

Results
Charge: 0
Orbital gap (spin up / spin down): 7.19 / 6.79 eV
ΔE to the lowest compared entry with this formula, charge and spin: 518.0 kJ/mol
Calculated total energy: -5724.09854 a.u.
2S+1: 1